No. 1
{"formula": "C5H7ClO", "method": "ωB97M-V/def2-TZVPD", "homo_ev": [-7.47, -8.10], "mol_weight_g_mol": 118.56, "e_tot_ev": -19864.166, "homo_lumo_gap_ev": [6.068, 7.628], "de_lowest_kcal_mol": 87.3, "lumo_energy_ev": [-1.4, -0.5], "elements": ["Cl", "O", "C", "C", "C", "C", "C", "H", "H", "H", "H", "H", "H", "H"], "coordinates": [[-2.609695, -0.901830, -0.227731], [-1.335006, 1.988418, 0.454102], [0.891212, -1.449866, 0.203484], [-0.216997, 2.030344, -0.123565], [-0.027053, -0.348380, -0.378849], [-1.182527, -0.428835, 0.472299], [0.615923, 0.959914, -0.336080], [-0.230840, -0.753818, -1.331091], [1.050791, -2.392629, -0.368298], [0.173728, 2.935721, -0.526407], [0.622065, -1.630551, 1.204740], [1.894366, -1.062425, 0.178215], [1.674611, 1.217293, -0.665969], [-1.320581, -0.163360, 1.445154]], "forces_ev_per_a": [[-1.06, -0.63, -0.34], [-0.09, -0.52, -0.41], [1.89, -0.54, -0.89], [-0.06, -0.74, 0.84], [1.19, -1.58, 0.93], [-1.03, 1.30, -2.69], [1.36, 1.51, -0.66], [-0.72, 0.17, -1.49], [-1.13, 0.56, 0.28], [0.07, 1.36, -0.22], [0.06, -0.63, 1.27], [0.51, 0.30, 0.35], [-1.49, -1.00, 0.37], [0.49, 0.45, 2.66]]}

---

No. 2
{"formula": "C4H7NO2", "method": "ωB97M-V/def2-TZVPD", "homo_ev": -9.80, "mol_weight_g_mol": 101.10, "e_tot_ev": -9844.180, "homo_lumo_gap_ev": 10.559, "de_lowest_kcal_mol": 71.5, "lumo_energy_ev": 0.8, "elements": ["O", "O", "N", "C", "C", "C", "C", "H", "H", "H", "H", "H", "H", "H"], "coordinates": [[0.474578, -1.663634, 0.584691], [-1.340237, 1.276982, 0.488835], [-0.631200, -0.763262, -1.266668], [0.624088, 0.014624, 1.230662], [-0.417111, -1.692538, -0.406624], [-0.006518, 0.919226, 0.272432], [0.258841, 0.383155, -1.136956], [1.703012, 0.032912, 1.133463], [0.245482, 0.180427, 2.256469], [-1.061535, -2.582839, -0.493355], [0.665233, 1.710111, 0.740048], [1.320303, 0.099134, -1.218690], [-1.867325, 0.970728, -0.265848], [0.032388, 1.114974, -1.918459]], "forces_ev_per_a": [[-0.48, 2.09, 1.21], [-0.19, -0.08, 0.04], [0.46, -0.45, -0.03], [-0.41, -3.14, -0.62], [-0.33, 0.65, -0.20], [1.18, 0.81, 0.48], [0.03, 0.37, 0.16], [-0.05, 0.01, 0.20], [0.05, -1.07, -0.47], [0.49, 0.14, 0.34], [-0.69, 0.82, -1.58], [-0.25, 0.03, 0.00], [0.19, -0.09, 0.29], [0.00, -0.09, 0.19]]}